C3H5BiO3 as an isolated structure at a distorted geometry, computed with wB97M-V/def2-TZVPD.

Energy relative to the best compared isomer or geometry (same formula, charge and spin) in kJ/mol: 0.0
Electronic energy in eV: -15153.016
HOMO level in eV: -19.69
Charge: +2
HOMO-LUMO gap in eV: 6.89
M in g mol⁻¹: 298.05

CARTESIAN COORDINATES (ANGSTROEM)
Bi1 0.167 -0.280 2.248
O1 1.228 1.015 0.906
O2 1.884 1.574 -1.179
O3 1.660 -0.569 -0.620
C1 2.204 -0.614 -1.951
C2 2.133 0.849 -2.406
C3 1.412 0.762 -0.279
H1 1.579 -1.277 -2.556
H2 3.075 1.218 -2.824
H3 -0.922 -0.364 0.795
H4 1.291 1.035 -3.082
H5 3.232 -0.987 -1.878